A cluster of 2 separate species, C5H16N3 in total. Source: OMol25; level of theory: ωB97M-V/def2-TZVPD.

Summary:
Energy relative to the best compared isomer or geometry (same formula, charge and spin) ... 141.3 kJ/mol
Maximum force ... 0.0657 hartree/bohr

ORCA input file:
```
! wB97M-V def2-TZVPD RIJCOSX def2/J DEFGRID3
* xyz 1 1
C 2.489 -1.924 0.365
C 1.570 -2.965 1.012
H 3.300 -2.647 0.035
H 1.932 -1.417 -0.457
H 3.132 -1.283 0.931
H 2.113 -3.522 1.740
H 1.216 -3.764 0.347
H 0.733 -2.536 1.563
C -1.408 -0.222 -1.046
C -2.072 -1.362 -0.373
C -0.209 1.759 -0.064
N -0.279 0.462 -0.259
N -1.175 2.603 -0.484
N 0.816 2.282 0.660
H -0.825 -0.646 -1.905
H -2.172 0.547 -1.250
H -3.150 -1.422 -0.479
H -1.941 -1.573 0.706
H 0.461 -0.181 0.035
H -2.066 2.487 -0.909
H -0.868 3.581 -0.547
H 1.471 1.873 1.309
H 0.840 3.275 0.662
H -1.770 -2.345 -0.778
*
```